[1]
{
  "formula": "C7H14N2",
  "method": "ωB97M-V/def2-TZVPD",
  "gap_ev": 9.698,
  "de_lowest_kcal_mol": 127.7,
  "smiles": "C[C@H]1N(C)[C@@]12CCNC2",
  "e_lumo_ev": 1.00,
  "e_tot_ev": -10460.831,
  "spin_multiplicity": 1,
  "e_homo_ev": -8.699,
  "largest_force_ev_per_a": 6.8,
  "elements": ["N", "N", "C", "C", "C", "C", "C", "C", "C", "H", "H", "H", "H", "H", "H", "H", "H", "H", "H", "H", "H", "H", "H"],
  "coordinates": [[-0.016, 1.231, 0.716], [-0.685, -2.062, -0.831], [-0.715, -1.099, -1.980], [-0.935, 1.602, 1.615], [-1.131, -0.983, 0.114], [2.389, 0.759, 0.726], [0.004, -0.003, -0.023], [0.257, 0.009, -1.496], [0.953, 0.271, 1.012], [-2.260, -0.518, -0.144], [0.705, -0.133, 2.021], [-1.266, -1.329, 1.199], [3.052, -0.109, 1.292], [2.620, 0.824, -0.521], [-0.020, 1.098, -1.610], [-0.264, -1.456, -2.987], [-1.759, 2.465, 1.220], [-1.394, -2.712, -1.113], [-0.289, 2.175, 2.387], [1.354, -0.062, -1.756], [2.682, 1.996, 1.060], [-1.643, -0.500, -2.323], [-1.547, 0.745, 2.275]],
  "atomic_forces_ev_per_a": [[0.7, 0.4, -4.1], [-1.4, 3.0, -1.4], [2.5, 1.4, -3.7], [-4.1, 2.8, 4.6], [-2.7, -1.3, 2.7], [2.3, 0.4, -0.8], [-2.0, -0.9, -0.6], [0.8, 1.9, 0.2], [2.4, 1.0, 2.6], [3.0, -0.9, 0.3], [0.9, -0.4, -0.7], [0.4, 0.1, -1.5], [-0.9, 2.7, -1.7], [-0.6, -0.6, 3.7], [0.1, -1.2, -1.3], [-0.8, -0.2, 1.7], [2.1, -2.6, 0.9], [-0.7, -0.7, 0.8], [-1.5, -0.7, -0.6], [-1.3, -0.4, 0.1], [-1.1, -4.1, -0.5], [0.6, -1.6, 1.2], [1.4, 1.8, -1.8]]
}

[2]
{
  "formula": "C7H14N2",
  "method": "ωB97M-V/def2-TZVPD",
  "gap_ev": 9.666,
  "de_lowest_kcal_mol": 72.3,
  "smiles": "CC1(C)[C@H]2C[C@@H](N)CN21",
  "e_lumo_ev": 1.04,
  "e_tot_ev": -10463.231,
  "spin_multiplicity": 1,
  "e_homo_ev": -8.626,
  "largest_force_ev_per_a": 1.7,
  "elements": ["N", "N", "C", "C", "C", "C", "C", "C", "C", "H", "H", "H", "H", "H", "H", "H", "H", "H", "H", "H", "H", "H", "H"],
  "coordinates": [[-2.902, 0.262, -0.593], [0.234, -0.143, -0.573], [2.507, -1.046, 0.281], [-1.085, 0.772, 1.045], [1.525, 0.111, -0.007], [-0.836, -1.140, -0.630], [-1.930, -0.325, 0.254], [2.180, 1.363, -0.571], [0.293, 0.105, 0.866], [-1.281, -1.250, -1.646], [-2.432, 0.953, -1.149], [2.426, 1.196, -1.650], [3.146, -1.257, -0.599], [-0.655, -2.168, -0.211], [1.489, 2.233, -0.439], [-1.153, 1.718, 0.530], [-3.592, 0.783, -0.038], [-1.485, 0.863, 2.101], [0.296, -0.840, 1.382], [3.288, -0.763, 1.013], [1.974, -1.925, 0.593], [-2.430, -1.002, 0.943], [3.161, 1.586, -0.089]],
  "atomic_forces_ev_per_a": [[-1.5, 0.5, -0.3], [-0.7, -0.7, -0.2], [0.9, 1.1, -0.6], [0.2, -1.1, 1.3], [1.2, -0.4, 0.3], [-1.0, 0.2, -0.3], [1.4, -0.4, 0.3], [0.2, 0.4, -0.2], [-0.4, 0.9, -0.3], [0.6, 0.0, 0.6], [0.1, 0.3, -0.5], [-0.4, 0.2, 0.8], [-0.7, -0.1, 0.0], [0.2, 0.9, -0.1], [0.7, -0.7, -0.4], [0.0, 0.3, -0.1], [0.3, -0.3, -0.3], [0.7, 0.0, -1.1], [0.0, -0.4, 0.7], [-0.8, 0.0, 0.1], [-0.1, -0.5, 0.1], [0.0, -0.1, 0.1], [-0.8, -0.2, 0.0]]
}

[3]
{
  "formula": "C7H14N2",
  "method": "ωB97M-V/def2-TZVPD",
  "gap_ev": 9.618,
  "de_lowest_kcal_mol": 19.7,
  "smiles": "Cc1c[nH]cn1.CCC",
  "e_lumo_ev": 0.92,
  "e_tot_ev": -10465.512,
  "spin_multiplicity": 1,
  "e_homo_ev": -8.699,
  "largest_force_ev_per_a": 1.8,
  "elements": ["N", "N", "C", "C", "C", "C", "C", "C", "C", "H", "H", "H", "H", "H", "H", "H", "H", "H", "H", "H", "H", "H", "H"],
  "coordinates": [[1.762, -2.345, 0.345], [2.032, -0.484, 1.532], [0.549, -2.019, 0.930], [0.741, -0.914, 1.696], [2.647, -1.374, 0.803], [-0.238, 2.011, -1.030], [-0.149, -0.248, 2.705], [-1.277, 0.843, -1.233], [-1.924, 1.044, -2.606], [0.559, 0.282, 3.337], [-2.153, 2.096, -2.770], [-0.346, -2.581, 0.758], [0.715, 1.668, -1.422], [-2.683, 0.331, -2.906], [-0.046, 2.234, 0.026], [3.604, -1.177, 0.352], [2.040, -3.322, 0.270], [-0.648, 2.934, -1.432], [-1.127, 0.781, -3.317], [-0.911, 0.398, 2.285], [-2.011, 0.789, -0.432], [-0.558, 0.028, -1.291], [-0.578, -0.975, 3.399]],
  "atomic_forces_ev_per_a": [[0.5, 0.2, 0.6], [0.8, 0.0, 0.2], [-0.1, -0.2, 0.4], [-0.4, -0.1, -0.2], [-1.0, 0.5, -0.6], [-1.0, -0.5, 1.1], [0.7, -0.5, 0.2], [1.2, 1.3, -0.4], [1.5, -0.7, -0.4], [-0.2, 0.6, 0.0], [-0.6, -0.2, -0.1], [-0.1, -0.3, 0.1], [0.0, 0.6, -0.5], [-0.7, 0.2, 0.4], [-0.1, -0.3, 0.0], [0.3, -0.5, 0.2], [-0.1, 0.4, -0.5], [0.4, 0.1, -0.4], [0.0, 0.5, -0.1], [0.0, 0.1, 0.0], [0.2, -0.2, 0.1], [-0.9, -0.9, 0.4], [-0.3, -0.1, -0.4]]
}

[4]
{
  "formula": "C7H14N2",
  "method": "ωB97M-V/def2-TZVPD",
  "gap_ev": 9.576,
  "de_lowest_kcal_mol": 54.9,
  "smiles": "C=C=C(C)CC.[H]/N=C\\N",
  "e_lumo_ev": 0.92,
  "e_tot_ev": -10463.987,
  "spin_multiplicity": 1,
  "e_homo_ev": -8.653,
  "largest_force_ev_per_a": 2.2,
  "elements": ["N", "N", "C", "C", "C", "C", "C", "C", "C", "H", "H", "H", "H", "H", "H", "H", "H", "H", "H", "H", "H", "H", "H"],
  "coordinates": [[1.529, 1.296, 1.056], [2.380, -0.896, 0.744], [1.949, 0.337, 0.302], [-0.208, -0.761, -0.955], [-0.983, -0.396, 0.051], [-1.316, 1.029, 0.266], [-1.156, -1.311, 1.237], [0.228, -1.274, -2.068], [-1.460, 1.860, -1.001], [2.554, -1.624, 0.076], [2.189, 0.589, -0.729], [-0.437, -1.737, -2.787], [-2.190, -1.284, 1.585], [1.498, 1.027, 2.040], [-0.508, -0.981, 2.055], [-0.900, -2.342, 0.993], [-1.654, 2.901, -0.748], [-2.198, 1.125, 0.901], [-2.273, 1.486, -1.625], [-0.343, 1.425, 0.794], [-0.545, 1.823, -1.587], [2.567, -1.017, 1.727], [1.279, -1.275, -2.329]],
  "atomic_forces_ev_per_a": [[0.8, -0.4, -0.7], [-0.1, 0.6, -0.3], [0.7, 0.8, 1.5], [-1.6, -0.3, 0.2], [1.1, -0.5, -0.2], [1.3, 1.1, 0.4], [0.0, -0.1, -0.2], [0.5, -0.1, -0.2], [-0.1, -0.1, 0.1], [0.1, -0.1, 0.2], [-0.5, -0.3, -0.1], [-0.1, 0.1, 0.0], [0.0, 0.0, 0.1], [-0.1, -0.2, 0.0], [0.0, 0.0, 0.1], [0.0, 0.0, 0.0], [0.0, 0.0, 0.0], [0.1, 0.0, 0.1], [0.0, 0.1, -0.1], [-2.1, -0.4, -0.5], [0.1, 0.0, -0.1], [-0.1, -0.3, -0.3], [0.1, 0.0, 0.0]]
}

[5]
{
  "formula": "C7H14N2",
  "method": "ωB97M-V/def2-TZVPD",
  "gap_ev": 9.554,
  "de_lowest_kcal_mol": 56.2,
  "smiles": "Cc1c[nH]cn1.CCC",
  "e_lumo_ev": 0.95,
  "e_tot_ev": -10463.932,
  "spin_multiplicity": 1,
  "e_homo_ev": -8.606,
  "largest_force_ev_per_a": 9.3,
  "elements": ["N", "N", "C", "C", "C", "C", "C", "C", "C", "H", "H", "H", "H", "H", "H", "H", "H", "H", "H", "H", "H", "H", "H"],
  "coordinates": [[0.653, 0.519, -2.378], [0.088, 2.615, -1.748], [1.974, -0.303, -0.457], [1.259, 0.798, -1.091], [-0.269, -1.306, 2.420], [-1.718, -0.654, 0.457], [0.014, 1.667, -2.736], [-1.296, -1.744, 1.422], [0.907, 2.086, -0.747], [-2.165, -1.063, -0.534], [-2.270, -1.899, 1.980], [0.570, -0.810, 1.988], [1.343, 2.622, 0.034], [-0.064, 3.582, -1.893], [1.312, -0.467, 0.468], [0.224, -2.280, 2.895], [-1.144, -2.678, 0.776], [-0.471, -0.884, 3.409], [-0.887, -0.010, 0.088], [1.836, -1.329, -0.942], [-0.255, 1.677, -3.805], [-2.537, -0.011, 0.783], [2.897, -0.129, -0.387]],
  "atomic_forces_ev_per_a": [[-0.4, 2.8, 1.1], [1.0, -1.4, -0.5], [-8.6, -3.3, 0.8], [-2.6, 0.9, -4.0], [2.2, -3.7, 2.1], [-0.4, 0.5, -3.1], [1.9, -3.0, 0.4], [-3.0, -0.3, -0.3], [0.3, -1.8, -1.1], [0.8, 0.3, 1.6], [1.1, -0.6, -0.4], [0.4, 0.6, -0.2], [-0.1, 1.1, 1.1], [-0.3, 0.7, 0.0], [2.1, 0.2, -0.6], [-0.7, 1.5, -1.3], [0.5, 1.1, 1.5], [-1.1, 0.8, -0.7], [-0.5, -0.3, 0.4], [0.1, 1.7, -0.1], [-0.6, 0.9, 1.0], [0.3, 0.1, 0.5], [7.4, 1.2, 1.5]]
}

[6]
{
  "formula": "C7H14N2O",
  "method": "ωB97M-V/def2-TZVPD",
  "gap_ev": 9.855,
  "de_lowest_kcal_mol": 120.4,
  "smiles": "C[C@@H]1C[C@@H](C)CN(N=O)C1",
  "e_lumo_ev": 0.76,
  "e_tot_ev": -12508.719,
  "spin_multiplicity": 1,
  "e_homo_ev": -9.095,
  "largest_force_ev_per_a": 4.8,
  "elements": ["O", "N", "N", "C", "C", "C", "C", "C", "C", "C", "H", "H", "H", "H", "H", "H", "H", "H", "H", "H", "H", "H", "H", "H"],
  "coordinates": [[-3.330, -0.149, -0.322], [-2.292, -0.927, -0.145], [-1.184, -0.360, 0.269], [1.167, 2.655, 0.057], [0.591, 1.304, 0.384], [-0.957, 1.012, -0.025], [1.189, -1.094, -0.345], [1.614, 0.422, -0.479], [2.411, -2.001, -0.049], [-0.053, -1.168, 0.701], [3.177, -1.704, -0.788], [0.903, 3.547, 0.592], [-1.539, 1.707, 0.778], [2.234, 2.831, 0.081], [2.751, 0.597, -0.371], [0.822, 2.987, -0.965], [0.715, 1.090, 1.477], [0.722, -1.561, -1.314], [1.627, 0.869, -1.521], [0.322, -0.661, 1.576], [2.749, -1.737, 1.080], [-1.447, 0.982, -1.035], [2.358, -3.221, -0.093], [-0.191, -2.303, 0.751]],
  "atomic_forces_ev_per_a": [[4.4, -1.9, 0.1], [-3.1, 1.0, 0.7], [-0.7, -1.6, -0.1], [-1.3, 2.7, -1.6], [1.7, -0.4, -1.5], [0.2, 2.2, 2.8], [-1.6, -0.8, -1.7], [0.0, -0.5, -0.8], [0.4, -1.1, 2.5], [2.2, -1.8, -1.9], [0.0, -0.2, 0.6], [-1.1, 0.1, 1.1], [0.8, -1.5, -2.3], [0.5, -1.1, -0.1], [-1.7, -0.4, 1.2], [0.5, -0.7, 0.6], [-0.3, 0.3, -1.0], [0.8, 1.3, 1.4], [-0.9, -1.0, 0.7], [-0.2, -0.9, 0.8], [-0.3, -0.6, -2.6], [1.1, 1.8, 0.4], [-0.5, 3.1, 0.0], [-0.7, 1.9, 0.5]]
}

[7]
{
  "formula": "C7H14N2O5",
  "method": "ωB97M-V/def2-TZVPD",
  "gap_ev": 9.966,
  "de_lowest_kcal_mol": 38.2,
  "smiles": "C[C@@H](O)[C@H](N)C(=O)N[C@@H](CO)C(=O)O",
  "e_lumo_ev": 0.53,
  "e_tot_ev": -20703.080,
  "spin_multiplicity": 1,
  "e_homo_ev": -9.437,
  "largest_force_ev_per_a": 3.3,
  "elements": ["O", "O", "O", "O", "O", "N", "N", "C", "C", "C", "C", "C", "C", "C", "H", "H", "H", "H", "H", "H", "H", "H", "H", "H", "H", "H", "H", "H"],
  "coordinates": [[-3.358, -0.924, -1.272], [-4.329, -0.342, 0.724], [0.745, 1.229, -0.907], [-1.986, 1.774, -0.536], [0.831, -2.086, -1.168], [2.433, -1.275, 1.093], [-0.869, -0.840, -0.455], [1.293, -0.561, 0.680], [3.119, 0.738, -0.635], [-1.761, 1.164, 0.764], [0.404, -1.284, -0.340], [-1.903, -0.422, 0.580], [1.729, 0.828, 0.044], [-3.350, -0.552, 0.041], [1.694, 1.471, 0.887], [0.710, -0.390, 1.555], [3.471, 1.519, -1.239], [0.812, 2.170, -1.011], [-4.266, -0.962, -1.738], [3.831, 0.707, 0.194], [-0.746, 1.311, 1.133], [-2.459, 1.391, 1.530], [-1.152, 1.425, -0.972], [2.989, -1.722, 0.352], [2.063, -2.006, 1.687], [-1.330, -1.133, -1.333], [3.086, -0.252, -1.154], [-1.703, -0.977, 1.493]],
  "atomic_forces_ev_per_a": [[-1.6, 0.1, -0.5], [1.2, -0.2, -1.0], [-0.1, -0.2, 0.0], [1.5, -1.1, 1.4], [0.4, 0.6, 0.8], [1.0, -1.2, 0.8], [-3.0, -0.4, -0.2], [-0.1, 0.5, -2.2], [-0.9, -2.4, 2.0], [0.3, -2.0, -1.1], [0.2, -0.3, -0.9], [1.5, 1.5, -1.7], [0.1, -0.8, -0.9], [-0.6, -0.7, 0.2], [0.3, 1.1, 0.7], [-0.6, 0.5, 0.7], [-0.3, 1.2, -1.1], [0.2, 0.8, -0.2], [1.8, 0.3, 1.7], [0.1, -0.4, -0.2], [0.0, 0.4, -0.1], [-0.9, 1.0, 0.3], [-1.2, 0.6, 0.1], [-0.7, 0.4, 0.3], [0.6, -0.3, 0.1], [0.7, 0.0, 0.9], [0.5, 1.0, 0.0], [-0.5, 0.1, 0.2]]
}

[8]
{
  "formula": "C7H14N2OPPd",
  "method": "ωB97M-V/def2-TZVPD",
  "gap_ev": [7.298, 7.558],
  "charge": 1,
  "e_lumo_ev": [-2.88, -5.65],
  "e_tot_ev": -25268.679,
  "spin_multiplicity": 5,
  "e_homo_ev": [-10.178, -13.206],
  "largest_force_ev_per_a": 4.6,
  "elements": ["Pd", "P", "O", "N", "N", "C", "C", "C", "C", "C", "C", "C", "H", "H", "H", "H", "H", "H", "H", "H", "H", "H", "H", "H", "H", "H"],
  "coordinates": [[-0.589, -0.059, -0.613], [0.051, 2.003, 0.459], [-0.270, -0.310, 1.820], [-0.834, -1.375, 3.761], [-1.959, -1.896, 1.821], [-0.316, -1.303, -2.871], [0.545, 0.791, -1.910], [0.154, -0.756, 4.612], [-0.975, -1.161, 2.426], [0.060, -1.845, -0.549], [-0.298, -2.202, -1.809], [0.098, 0.031, -2.939], [0.270, 3.169, -0.326], [-1.911, -2.001, 0.819], [-1.005, 2.462, 1.275], [-0.345, -0.211, 5.423], [0.070, 0.510, -3.923], [-0.597, -3.236, -2.051], [0.792, -1.527, 5.064], [0.989, 1.791, -2.035], [0.250, -2.591, 0.221], [-1.474, -2.047, 4.163], [-2.376, -2.642, 2.384], [1.169, 2.053, 1.337], [-0.645, -1.710, -3.851], [0.777, -0.062, 4.037]],
  "atomic_forces_ev_per_a": [[-2.6, 1.9, 3.4], [-0.3, 1.1, 0.9], [-0.7, -0.8, 0.1], [-0.4, -0.2, -1.1], [0.1, -0.1, 0.8], [-0.6, -1.4, -3.0], [2.6, 2.0, -2.2], [0.2, 0.2, 0.5], [0.2, 0.3, 0.6], [1.1, -3.4, 0.6], [0.1, -0.7, -0.3], [0.5, 0.7, -0.5], [0.0, -0.4, 0.3], [-0.1, -0.1, 0.2], [0.3, 0.1, 0.1], [0.2, 0.0, -0.2], [-0.4, -0.1, 0.1], [0.1, 0.4, 0.2], [-0.1, 0.2, -0.2], [-0.1, -0.6, -0.2], [0.0, 0.3, 0.1], [0.3, 0.2, 0.1], [0.2, 0.4, -0.8], [-0.4, -0.1, -0.3], [0.2, 0.2, 0.8], [-0.3, -0.3, 0.1]]
}

[9]
{
  "formula": "C7H14N2S",
  "method": "ωB97M-V/def2-TZVPD",
  "gap_ev": 9.524,
  "de_lowest_kcal_mol": 12.9,
  "smiles": "CCc1c[nH]cn1.CCS",
  "e_lumo_ev": 0.83,
  "e_tot_ev": -21301.362,
  "spin_multiplicity": 1,
  "e_homo_ev": -8.694,
  "largest_force_ev_per_a": 1.0,
  "elements": ["S", "N", "N", "C", "C", "C", "C", "C", "C", "C", "H", "H", "H", "H", "H", "H", "H", "H", "H", "H", "H", "H", "H", "H"],
  "coordinates": [[4.345, 1.214, -0.086], [-1.005, -1.076, -2.731], [-0.397, -1.600, -0.691], [-2.271, 0.796, 1.230], [-0.126, -1.742, -1.961], [1.977, 0.406, 1.103], [-1.513, -0.797, -0.627], [-2.304, -0.618, 0.642], [2.945, 1.577, 1.040], [-1.926, -0.507, -1.893], [0.717, -2.323, -2.300], [-2.686, 1.494, 0.501], [-2.752, 0.106, -2.213], [4.427, -0.060, 0.318], [-2.859, 0.863, 2.142], [-1.265, 1.156, 1.444], [2.413, -0.450, 1.626], [1.734, 0.100, 0.086], [-1.949, -1.343, 1.371], [-1.052, -1.216, -3.730], [2.411, 2.459, 0.709], [-3.342, -0.842, 0.397], [3.422, 1.712, 2.009], [1.056, 0.694, 1.616]],
  "atomic_forces_ev_per_a": [[-0.3, 0.1, -0.1], [0.1, -0.4, -0.9], [0.1, 0.2, 0.4], [0.1, 0.1, -0.3], [0.4, -0.2, 0.8], [0.0, 0.1, -0.2], [-0.5, -0.8, 0.2], [0.3, 0.6, -0.1], [0.4, -0.8, 0.3], [-0.2, 0.6, 0.1], [-0.1, 0.1, -0.4], [-0.1, 0.1, 0.1], [0.0, -0.2, -0.2], [0.1, 0.0, -0.1], [-0.1, 0.0, 0.1], [0.1, -0.2, 0.0], [0.0, 0.1, -0.1], [-0.2, -0.1, 0.1], [0.0, -0.1, 0.0], [-0.2, 0.4, 0.2], [0.3, 0.3, -0.1], [-0.1, -0.2, 0.2], [-0.3, 0.5, 0.1], [0.1, -0.1, 0.0]]
}